[1]
The following is a quantum chemistry calculation of one molecule with the formula C25H34FN3O2, from OMol25.

```
65
Properties=species:S:1:pos:R:3:forces:R:3:lowdin_charge:R:1
C -0.385245 -4.838178 1.544383 0.138 -0.211 -0.051 -0.09
H 0.120010 -5.053868 2.484449 -0.013 -0.028 -0.092 0.09
O -1.119087 -3.659657 1.768607 -0.247 0.309 -0.048 -0.08
C -1.871816 -3.156459 0.750237 -0.042 0.122 0.039 -0.27
C -1.964844 -3.706866 -0.522505 0.236 -0.195 0.183 -0.02
C -2.776525 -3.100800 -1.468071 -0.080 0.122 -0.072 -0.07
C -3.477855 -1.949155 -1.169853 -0.068 -0.066 0.006 -0.07
C -3.376038 -1.375681 0.094865 -0.020 -0.187 0.062 -0.21
C -2.587008 -1.996006 1.047806 -0.022 -0.179 -0.033 0.02
H -2.504377 -1.595558 2.046982 0.010 0.080 0.144 0.13
C -4.085745 -0.079515 0.412978 -0.023 -0.017 0.002 -0.13
N -3.347348 1.151733 0.166660 -0.219 -0.088 0.024 -0.15
C -3.036183 1.449904 -1.220087 0.181 -0.009 -0.309 -0.14
H -3.838541 1.064390 -1.851655 -0.047 0.036 0.002 0.12
H -3.013638 2.539008 -1.326527 -0.013 -0.045 -0.110 0.12
C -1.687651 0.902366 -1.698396 -0.176 -0.032 -0.005 -0.15
N -0.647492 1.391445 -0.813854 -0.103 0.148 -0.083 -0.12
C -0.889365 0.882580 0.522909 -0.128 -0.133 0.133 -0.13
H -0.089496 1.211727 1.186103 0.012 -0.040 0.059 0.12
C -2.224170 1.431288 1.055824 0.482 0.292 0.205 -0.28
C -2.108312 2.942586 1.313543 -0.460 -0.172 0.132 -0.13
H -1.878201 3.454298 0.380249 0.074 0.085 -0.001 0.11
H -1.281232 3.111499 2.004098 0.117 0.023 0.016 0.12
C -3.383124 3.529288 1.924359 0.367 -0.025 0.166 -0.27
O -4.465165 3.555348 1.031178 -0.421 0.110 -0.318 -0.08
H -4.492054 2.676975 0.615914 0.122 0.001 0.043 0.05
H -3.210396 4.567222 2.223207 0.031 -0.115 0.073 0.11
H -3.649532 2.953764 2.826532 0.075 0.092 0.014 0.11
H -2.434874 0.942433 2.013974 -0.010 0.006 -0.037 0.15
H -0.923447 -0.219589 0.534948 0.118 0.143 0.018 0.11
C 0.700863 1.202285 -1.323724 0.220 0.001 0.227 -0.32
C 1.691698 2.142525 -0.632749 0.031 -0.089 -0.361 -0.11
H 1.346721 3.172045 -0.723485 -0.065 0.068 -0.003 0.12
H 1.770887 1.903185 0.426697 0.025 0.006 0.070 0.10
C 3.068541 1.989127 -1.284595 -0.056 0.319 0.212 -0.15
N 3.550430 0.626672 -1.241097 -0.075 0.174 -0.218 -0.09
C 4.442202 0.171755 -0.292775 0.380 -0.032 0.257 -0.16
C 4.742697 0.821896 0.913068 0.009 -0.044 0.059 -0.20
C 5.692900 0.358387 1.800477 -0.024 -0.015 -0.069 -0.02
C 6.388244 -0.804729 1.529776 0.004 0.032 0.023 -0.10
C 6.118021 -1.480477 0.351506 0.023 -0.093 0.056 -0.10
C 5.178469 -0.999765 -0.535346 -0.037 0.038 0.070 -0.02
H 5.019747 -1.529528 -1.461766 -0.021 0.006 -0.099 0.11
H 6.655399 -2.386050 0.112285 0.042 -0.073 -0.034 0.10
H 7.125916 -1.173383 2.224254 0.074 -0.025 0.071 0.10
H 5.860877 0.917285 2.708182 -0.013 0.079 0.076 0.12
F 4.081312 1.953702 1.285394 -0.015 -0.140 -0.130 0.04
C 2.641253 -0.285590 -1.897677 -0.252 -0.282 0.136 -0.15
C 1.252276 -0.231593 -1.249983 -0.048 0.208 -0.290 -0.11
H 0.582354 -0.924798 -1.763081 -0.048 -0.079 0.022 0.11
H 1.337533 -0.542403 -0.206618 -0.010 -0.064 0.050 0.12
H 3.025285 -1.303306 -1.844499 0.010 0.086 -0.097 0.11
H 2.563264 0.001108 -2.953764 0.012 -0.089 0.004 0.13
H 3.794401 2.655124 -0.821945 -0.034 -0.048 -0.111 0.12
H 2.992270 2.265488 -2.344736 0.004 0.046 0.045 0.13
H 0.658165 1.490948 -2.383123 0.027 -0.018 0.035 0.15
H -1.498073 1.271887 -2.709402 -0.008 -0.015 -0.005 0.13
H -1.717363 -0.200215 -1.730473 0.043 0.128 -0.067 0.11
H -4.370154 -0.074767 1.469752 -0.049 -0.016 -0.076 0.13
H -5.002539 -0.019429 -0.183284 0.022 -0.061 0.096 0.13
H -4.107070 -1.492290 -1.919542 -0.078 0.066 -0.080 0.11
H -2.856478 -3.539652 -2.452056 -0.006 -0.043 -0.071 0.11
H -1.424337 -4.602225 -0.785711 0.055 -0.086 0.020 0.10
H 0.362813 -4.703131 0.756034 -0.042 -0.010 0.023 0.09
H -1.039783 -5.676641 1.285160 0.028 0.036 -0.004 0.10
```
Positions in Å, forces in eV/Å.

LUMO energy ... 0.57 eV
Relative energy (zero: lowest compared OMol25 entry of this formula, charge and spin) ... 1.8004 eV
HOMO-LUMO gap ... 8.29 eV
E ... -37759.0127 eV
Total charge ... 0
F_max ... 0.60 eV/A
SMILES string ... COc1cccc(CN2CCN(C3CCN(c4ccccc4F)CC3)C[C@H]2CCO)c1


[2]
The following is a quantum chemistry calculation of C25H34N8OPdS2SeSi2Te as an isolated structure in a non-equilibrium geometry, from OMol25.

```
75
Properties=species:S:1:pos:R:3:forces:R:3:lowdin_charge:R:1
Pd 0.149926 -0.170470 0.133800 0.328 1.184 0.188 0.75
C 0.115310 -0.035276 5.355158 0.012 0.021 0.015 -0.37
S 0.282786 1.559613 4.526676 -0.004 0.043 -0.111 0.96
C 0.310320 1.156386 2.849330 -0.136 0.082 0.060 -0.99
S 0.432537 -0.534306 2.379310 0.174 -0.071 0.254 0.61
N 0.291873 2.154090 2.013376 0.026 -0.487 -0.016 -0.04
N 0.205117 1.734068 0.721198 0.167 0.548 0.026 -0.16
C 0.247797 2.614205 -0.221078 -0.188 -0.210 -0.062 0.00
C 0.001854 2.149067 -1.583781 -0.048 0.028 0.205 -0.26
C -0.095371 2.979396 -2.682553 -0.020 -0.103 0.020 0.03
C -0.413927 2.405522 -3.912392 -0.001 -0.035 -0.003 0.00
C -0.624893 1.040686 -3.994243 -0.013 0.050 0.031 0.01
C -0.509514 0.264919 -2.844109 -0.093 0.082 -0.119 -0.08
N -0.203189 0.814994 -1.679364 0.312 -0.001 -0.308 -0.02
H 0.064986 0.224241 6.411446 -0.012 -0.001 0.006 0.06
H 0.980736 -0.671602 5.193503 0.011 -0.008 -0.019 0.02
H -0.809510 -0.529984 5.069914 -0.002 -0.002 -0.012 0.05
H 0.399119 3.657207 0.032587 -0.115 0.016 0.023 0.16
H 0.063909 4.043831 -2.580964 0.002 0.011 0.006 0.14
H -0.503549 3.027210 -4.792810 0.017 0.004 -0.010 0.13
H -0.875269 0.564926 -4.931346 -0.024 0.007 -0.010 0.13
H -0.657123 -0.807283 -2.848649 0.051 0.029 -0.005 0.13
O 0.524181 -1.716099 -1.129290 -0.136 -0.791 -0.146 -0.44
N 0.160958 -2.999838 -1.217580 0.183 0.130 0.633 0.05
C 0.487005 -3.778116 -0.238477 -0.201 0.091 -0.591 -0.31
C 1.242020 -3.330135 0.896477 -0.162 -0.126 0.173 -0.22
N 1.849943 -2.932808 1.786601 0.084 -0.278 -0.019 0.13
C 0.115164 -5.158903 -0.330225 0.053 -0.086 0.029 -0.14
N -0.162941 -6.270753 -0.377214 -0.033 -0.002 0.017 0.22
C 6.072771 -0.079435 -1.366918 -0.004 -0.008 0.000 -0.17
Si 4.653251 -0.154116 -2.573450 0.040 -0.027 0.075 0.42
C 4.200694 -1.912720 -2.982575 -0.025 -0.013 0.027 -0.17
C 4.898621 0.913848 -4.069830 0.004 0.012 -0.001 -0.16
C 3.116637 0.580553 -1.659015 0.061 0.014 -0.007 -0.51
Te 2.762209 -0.446293 0.134237 -0.064 0.091 -0.094 1.59
C 3.636464 0.972904 1.426086 -0.020 0.044 -0.086 -0.49
Si 4.715935 0.267183 2.869102 0.019 -0.052 -0.016 0.43
C 5.830432 1.685614 3.307937 0.002 0.002 0.022 -0.16
C 5.655596 -1.214056 2.230677 0.014 0.007 -0.098 -0.18
C 3.636797 -0.240726 4.291008 -0.051 -0.010 -0.027 -0.18
H 6.959818 -0.556249 -1.787899 0.016 0.014 -0.026 0.06
H 5.854713 -0.613461 -0.436602 -0.017 -0.003 -0.042 0.00
H 6.343178 0.948080 -1.114025 0.002 0.014 0.004 0.05
H 5.005725 -2.392371 -3.542193 0.005 0.001 -0.018 0.05
H 3.297231 -1.966943 -3.593714 0.001 -0.003 -0.017 0.04
H 4.036666 -2.519136 -2.087102 0.007 0.002 0.002 0.03
H 5.729476 0.544463 -4.673625 0.016 -0.025 0.005 0.05
H 5.130099 1.943564 -3.792445 -0.014 0.016 -0.006 0.04
H 4.010793 0.916905 -4.704757 -0.006 0.013 -0.013 0.04
H 2.248235 0.426250 -2.300124 0.007 0.016 -0.006 0.00
H 3.242975 1.636581 -1.417761 -0.083 0.037 -0.062 0.03
H 2.856154 1.658512 1.763114 0.042 0.016 0.073 0.01
H 4.296624 1.526215 0.751042 -0.033 0.070 -0.003 0.02
H 6.480584 1.967329 2.478068 0.006 -0.002 -0.016 0.04
H 6.471096 1.409320 4.147637 0.018 0.001 0.010 0.05
H 5.260628 2.566918 3.608273 -0.005 0.009 0.008 0.05
H 6.498465 -0.925550 1.600609 0.015 -0.013 0.035 0.03
H 5.034139 -1.917827 1.667982 -0.019 -0.013 0.034 0.01
H 6.058790 -1.778444 3.073452 0.027 0.025 0.032 0.05
H 3.042357 0.594966 4.662080 -0.020 0.022 0.025 0.02
H 4.271091 -0.589971 5.108594 0.004 0.010 0.014 0.06
H 2.975041 -1.064296 4.017189 -0.016 -0.036 -0.019 0.01
Se -2.234042 -1.984411 1.221234 -0.286 0.032 0.071 1.14
N -2.137367 -0.319854 0.495319 0.120 -0.702 -0.141 -0.29
C -3.120961 -0.246782 -0.396063 0.007 0.302 -0.055 -0.37
C -3.432513 0.907020 -1.176306 0.021 -0.053 -0.058 -0.04
C -4.495098 0.849518 -2.017485 0.009 0.000 -0.005 -0.03
C -5.307472 -0.327333 -2.152113 0.025 -0.034 0.020 -0.04
C -5.053587 -1.441616 -1.429480 -0.005 0.048 -0.002 0.01
C -3.943427 -1.429454 -0.524166 -0.080 -0.067 0.015 -0.36
N -3.610029 -2.453417 0.238365 0.058 0.120 0.066 -0.18
H -2.844869 1.808862 -1.067152 -0.028 0.011 0.037 0.11
H -4.760520 1.722751 -2.599146 0.001 0.006 -0.007 0.12
H -6.142579 -0.303575 -2.838256 -0.011 0.001 0.007 0.12
H -5.664883 -2.330496 -1.493545 0.011 -0.015 -0.014 0.13
```
Positions in Å, forces in eV/Å.

LUMO energy ... -8.19 eV
Relative energy (zero: lowest compared OMol25 entry of this formula, charge and spin) ... 0.7206 eV
HOMO-LUMO gap ... 6.01 eV
E ... -153972.5375 eV
Total charge ... +2
F_max ... 1.24 eV/A


What is the total charge in the first record?
0


Which of these has the highest LUMO energy?
C25H34FN3O2